# C50H86Br28FInN2O2PS2

A structure of composition C50H86Br28FInN2O2PS2 at a distorted geometry (ωB97M-V with the def2-TZVPD basis set, the Open Molecules 2025 dataset).

As for the spin multiplicity: 1. Its strongest force on any atom is 0.0272 Eh/bohr. The HOMO-LUMO gap comes out at 6.20 eV. As for the net charge: -1. As for the lowest unoccupied orbital energy: 1.3486 eV.

XYZ file:
```
173
Properties=species:S:1:pos:R:3:forces:R:3:lowdin_charge:R:1
C -5.069 -1.447 -1.696 0.180 0.110 0.374 -0.06
C -4.407 -0.076 -1.753 -0.269 -0.848 -0.643 -0.49
F -5.173 0.807 -0.967 0.122 0.169 0.073 -0.07
C -4.285 0.460 -3.170 0.944 0.348 0.118 -0.22
In -2.297 1.474 -3.419 -0.169 0.756 0.308 0.66
C -1.552 2.028 -1.371 -0.651 0.340 -0.832 -0.33
C -1.481 3.535 -1.112 0.279 -0.834 0.747 -0.38
C -1.106 3.915 0.364 0.024 -0.164 -0.524 -0.44
S -0.490 2.508 1.360 0.213 0.362 0.366 0.88
C -1.629 2.460 2.726 -0.190 -0.094 0.112 -1.03
S -3.209 2.211 2.566 -0.129 0.202 -0.191 0.67
N -1.060 2.603 4.048 0.785 0.110 -0.524 -0.11
C 0.148 1.837 4.175 -0.124 -0.544 0.173 -0.27
C 1.434 2.340 4.097 0.273 0.409 0.071 -0.03
C 2.540 1.500 4.176 -0.297 -0.001 -0.058 -0.09
C 2.374 0.131 4.314 0.071 0.509 0.088 -0.14
C 1.083 -0.373 4.416 0.098 0.166 0.410 -0.23
C -0.016 0.461 4.345 0.041 0.026 -0.026 -0.04
C -0.985 3.973 4.482 -0.451 0.176 0.510 -0.25
C -1.555 4.283 5.712 -0.140 0.170 0.169 -0.01
C -1.547 5.590 6.170 0.057 0.474 0.182 -0.09
C -0.966 6.613 5.433 0.165 -0.081 -0.370 -0.10
C -0.400 6.315 4.201 -0.116 -0.278 0.241 -0.08
C -0.420 5.005 3.744 0.244 -0.124 -0.539 -0.05
C -2.354 3.355 -4.645 0.508 -0.412 0.604 -0.26
C -1.082 4.239 -4.627 -0.401 -0.183 -0.299 -0.26
C 0.222 3.484 -4.657 0.512 0.611 -0.496 -0.54
N 0.706 2.852 -3.502 0.201 0.061 -0.051 0.13
O 0.873 3.431 -5.685 -0.179 -0.473 -0.193 0.05
P -0.655 -0.275 -4.383 -0.959 -0.538 0.861 0.55
O -1.190 -1.687 -4.147 -0.102 -0.001 -0.257 -0.65
H -5.952 -1.504 -2.333 -0.014 -0.012 -0.053 0.07
H -4.323 -2.182 -2.000 -0.132 -0.083 -0.254 0.08
H -5.341 -1.686 -0.665 -0.071 0.016 0.024 0.07
H -3.425 -0.206 -1.292 -0.085 0.410 0.403 0.11
H -5.053 1.204 -3.373 -0.144 -0.207 -0.033 -0.03
H -4.327 -0.360 -3.882 -0.245 0.016 -0.042 -0.03
H -0.578 1.554 -1.299 -0.073 0.016 0.308 -0.08
H -2.282 1.623 -0.667 0.274 -0.309 0.186 0.02
H -0.705 3.977 -1.730 -0.290 0.248 -0.302 0.04
H -2.465 3.959 -1.330 0.681 0.188 -0.330 -0.04
H -0.255 4.599 0.350 -0.011 0.085 0.050 0.05
H -1.912 4.422 0.890 -0.108 -0.206 0.113 0.02
H 1.613 3.398 3.964 -0.147 0.047 0.009 0.11
H 3.524 1.944 4.102 0.094 -0.087 0.008 0.09
H 3.254 -0.494 4.334 -0.099 -0.248 0.048 0.04
H 0.924 -1.426 4.571 -0.072 -0.035 0.202 0.02
H -1.012 0.042 4.406 -0.080 0.094 0.018 0.11
H -2.035 3.526 6.318 0.044 -0.208 -0.176 0.09
H -2.005 5.856 7.114 -0.047 -0.225 0.079 0.10
H -0.949 7.630 5.799 -0.092 0.016 0.091 0.10
H 0.065 7.074 3.587 -0.020 0.103 0.029 0.10
H 0.026 4.777 2.785 -0.017 -0.030 -0.043 0.09
H -2.587 3.085 -5.674 -0.150 0.128 -0.055 0.03
H -3.167 3.939 -4.212 -0.184 -0.014 -0.225 0.01
H -1.073 4.823 -5.544 0.204 0.160 -0.012 0.05
H -1.111 4.962 -3.810 0.070 -0.218 0.243 0.05
H 0.975 3.527 -2.796 -0.448 -0.096 0.271 0.08
H 1.530 2.316 -3.749 0.028 0.033 -0.072 0.09
H -0.328 -0.087 -5.759 0.520 0.054 0.129 -0.06
H 0.571 -0.193 -3.662 0.305 0.300 -0.578 -0.09
Br 1.577 -2.476 2.454 -0.026 -0.533 -0.699 0.79
C 1.392 -2.862 0.553 0.239 -0.252 0.129 -0.65
C 2.080 -1.799 -0.256 -0.182 0.129 -0.207 -0.73
Br 1.036 -0.168 -0.272 0.093 0.017 0.044 0.72
H 0.329 -2.928 0.347 -0.005 0.056 -0.031 0.06
H 1.854 -3.834 0.389 0.035 0.029 -0.011 0.05
H 2.170 -2.105 -1.295 -0.024 -0.031 -0.003 -0.01
H 3.058 -1.545 0.136 0.008 -0.078 0.088 -0.02
Br 0.992 -4.273 -6.069 -0.759 -0.078 -0.352 0.73
C -0.876 -3.738 -6.277 -0.091 -0.193 0.158 -0.67
C -1.759 -4.926 -6.527 -0.064 0.082 -0.144 -0.69
Br -1.601 -5.597 -8.359 -0.005 -0.067 0.038 0.55
H -0.904 -3.011 -7.082 0.009 -0.026 -0.047 0.05
H -1.135 -3.239 -5.339 0.084 0.085 0.001 0.01
H -2.804 -4.646 -6.416 0.023 0.046 -0.004 -0.02
H -1.533 -5.762 -5.873 0.035 0.005 0.003 0.05
Br -4.292 -2.028 -6.210 0.130 -0.024 -0.019 0.73
C -5.856 -2.529 -7.242 0.107 0.248 0.143 -0.69
C -6.698 -3.533 -6.500 -0.020 -0.141 -0.174 -0.69
Br -5.858 -5.287 -6.540 -0.040 -0.083 0.063 0.62
H -5.495 -2.907 -8.193 -0.079 -0.064 -0.012 0.05
H -6.415 -1.610 -7.406 -0.035 -0.015 0.035 0.06
H -7.668 -3.653 -6.979 0.019 -0.019 -0.028 0.05
H -6.838 -3.279 -5.454 0.055 0.072 -0.003 0.05
Br 5.593 -1.728 -1.020 0.085 0.045 -0.042 0.63
C 5.090 0.092 -1.504 0.116 -0.128 -0.072 -0.66
C 5.710 1.093 -0.566 -0.168 0.154 0.138 -0.68
Br 4.777 1.146 1.143 0.031 -0.079 0.013 0.63
H 4.004 0.135 -1.509 -0.005 0.010 0.029 0.03
H 5.460 0.231 -2.517 -0.007 0.043 0.003 0.05
H 5.621 2.100 -0.968 -0.022 -0.027 -0.067 0.06
H 6.752 0.876 -0.355 0.004 -0.032 -0.024 0.05
Br -6.590 3.453 -3.983 -0.063 0.187 -0.015 0.66
C -7.621 2.873 -2.445 0.180 -0.160 -0.171 -0.69
C -9.094 3.113 -2.626 -0.060 0.067 0.177 -0.69
Br -9.558 4.992 -2.386 -0.007 -0.002 -0.053 0.58
H -7.209 3.389 -1.583 -0.003 -0.034 0.029 0.02
H -7.417 1.807 -2.354 0.008 0.006 0.067 0.06
H -9.661 2.582 -1.865 0.029 -0.010 0.014 0.06
H -9.448 2.829 -3.611 0.035 0.006 -0.022 0.05
Br 5.209 -1.162 6.382 0.006 -0.085 0.037 0.64
C 7.030 -1.302 5.722 -0.052 0.189 0.157 -0.71
C 7.140 -0.849 4.290 0.101 -0.216 -0.151 -0.69
Br 6.463 -2.193 3.055 -0.069 0.096 0.030 0.60
H 7.341 -2.333 5.858 -0.001 -0.016 -0.054 0.05
H 7.616 -0.657 6.374 0.027 0.024 -0.048 -0.01
H 8.184 -0.713 4.014 0.018 0.021 0.066 0.05
H 6.590 0.066 4.093 -0.028 0.002 0.027 0.04
Br -3.946 1.017 6.131 -0.029 0.158 -0.166 0.60
C -5.875 0.961 6.343 0.207 -0.186 0.042 -0.70
C -6.592 0.765 5.030 -0.099 0.178 -0.005 -0.68
Br -6.603 2.399 3.977 -0.038 0.000 0.019 0.61
H -6.157 1.887 6.833 -0.079 0.005 -0.037 0.05
H -6.069 0.121 7.008 -0.039 -0.012 -0.028 0.03
H -7.638 0.522 5.206 0.006 -0.007 0.026 0.05
H -6.140 -0.002 4.409 0.070 -0.011 0.052 0.05
Br 7.918 -0.098 9.572 0.016 -0.047 -0.121 0.63
C 9.838 -0.281 9.329 -0.166 0.051 0.204 -0.70
C 10.446 0.954 8.721 0.130 -0.059 -0.177 -0.69
Br 10.083 1.078 6.813 -0.036 0.043 0.030 0.63
H 9.996 -1.168 8.724 0.043 0.022 -0.033 0.05
H 10.240 -0.447 10.326 0.049 0.025 -0.014 0.06
H 11.530 0.924 8.803 -0.002 -0.026 0.026 0.06
H 10.072 1.868 9.169 -0.031 -0.019 0.030 0.05
Br 3.132 -4.070 -3.011 -0.064 -0.154 -0.005 0.63
C 3.901 -3.854 -4.780 0.003 -0.146 -0.046 -0.73
C 4.639 -2.548 -4.901 -0.041 0.127 -0.178 -0.68
Br 3.422 -1.039 -5.083 0.029 -0.002 0.129 0.62
H 3.073 -3.954 -5.494 0.788 0.250 0.421 -0.12
H 4.586 -4.689 -4.900 0.099 0.058 -0.039 0.00
H 5.247 -2.541 -5.803 -0.008 -0.054 -0.007 0.06
H 5.262 -2.343 -4.036 0.009 -0.062 0.014 0.01
Br -4.447 4.468 -0.406 -0.656 0.171 0.353 0.81
C -5.850 5.001 0.834 0.028 0.018 -0.317 -0.65
C -5.418 6.134 1.730 -0.052 -0.038 0.206 -0.68
Br -4.227 5.552 3.153 0.060 0.053 -0.049 0.65
H -6.137 4.107 1.381 0.034 0.032 0.072 0.02
H -6.680 5.327 0.208 -0.031 0.018 0.048 0.05
H -6.280 6.561 2.240 -0.032 -0.004 -0.049 0.05
H -4.894 6.913 1.186 -0.027 -0.018 -0.062 0.05
Br -4.001 -1.068 9.092 -0.028 -0.105 0.110 0.61
C -2.685 -2.486 8.900 -0.120 0.028 0.176 -0.69
C -1.286 -1.973 9.120 0.167 0.000 -0.228 -0.70
Br -0.631 -0.963 7.595 -0.023 0.046 0.019 0.66
H -2.826 -2.914 7.913 0.062 0.029 -0.028 0.05
H -2.941 -3.225 9.657 0.028 -0.003 0.007 0.05
H -0.593 -2.804 9.234 -0.042 -0.033 0.024 0.06
H -1.215 -1.318 9.982 -0.051 -0.034 0.038 0.05
Br 0.594 7.034 -2.386 0.015 -0.020 -0.039 0.65
C 1.009 8.352 -3.758 0.003 0.016 0.231 -0.69
C -0.241 8.946 -4.355 -0.027 -0.044 -0.263 -0.70
Br -1.093 7.717 -5.594 -0.035 0.116 0.072 0.68
H 1.628 7.853 -4.497 -0.037 -0.005 -0.037 0.05
H 1.590 9.119 -3.252 -0.018 0.024 -0.016 0.05
H 0.002 9.829 -4.943 0.063 0.012 0.043 0.05
H -0.981 9.203 -3.605 0.036 -0.012 0.050 0.05
Br 6.304 -6.786 -5.998 -0.002 -0.083 -0.024 0.63
C 5.226 -7.785 -4.719 0.004 0.264 -0.021 -0.68
C 6.080 -8.525 -3.728 -0.050 -0.187 0.067 -0.69
Br 6.876 -10.122 -4.514 0.035 0.031 0.019 0.60
H 4.584 -8.441 -5.297 0.002 -0.041 0.034 0.05
H 4.617 -7.040 -4.208 -0.001 -0.031 0.048 0.05
H 5.469 -8.884 -2.903 -0.045 0.019 -0.023 0.02
H 6.898 -7.927 -3.343 -0.003 0.042 -0.045 0.05
Br 3.920 -12.920 0.168 -0.063 0.013 -0.015 0.60
C 3.666 -13.230 -1.735 0.145 -0.067 0.151 -0.70
C 4.194 -12.089 -2.562 -0.163 0.082 -0.148 -0.71
Br 2.999 -10.553 -2.514 0.064 0.023 0.030 0.63
H 2.605 -13.400 -1.887 -0.006 0.029 -0.034 0.05
H 4.217 -14.141 -1.955 0.015 0.017 -0.038 0.06
H 4.251 -12.372 -3.611 0.017 -0.030 0.008 0.05
H 5.166 -11.741 -2.230 0.019 -0.046 0.014 0.03
```
Forces are in eV/Å.

# C11H18N2

The ion C11H18N2 with charge +2 at a distorted geometry (ωB97M-V with the def2-TZVPD basis set, the Open Molecules 2025 dataset).

As for the spin multiplicity: 1. For the energy above the lowest of the compared OMol25 structures with the same formula, charge and spin, the calculation gives 81.0 kcal/mol. Its strongest force on any atom is 0.0829 Eh/bohr. The HOMO-LUMO gap (spin up / spin down) comes out at 8.73 / 8.88 eV. As for the net charge: +2. As for the lowest unoccupied orbital energy (spin up / spin down): -8.8571 / -8.7635 eV.

XYZ file:
```
31
Properties=species:S:1:pos:R:3:forces:R:3:lowdin_charge:R:1
C -3.347 -1.457 -1.793 0.994 1.925 1.286 0.06
C -2.558 -0.752 -2.731 -0.567 -1.603 -0.253 0.00
C -2.751 -1.567 -0.485 -0.915 -1.939 -0.002 0.02
C -1.283 -0.327 -2.439 -0.039 3.028 -1.774 0.00
C -1.453 -1.139 -0.358 1.542 0.680 3.918 0.04
C 0.358 -0.956 1.299 -3.039 -2.250 -1.565 0.18
C 0.364 0.510 -0.743 -0.661 -0.951 0.299 -0.15
C 1.584 0.180 -1.566 1.770 1.825 2.903 0.03
C 2.452 0.518 2.589 -1.644 2.810 0.822 -0.03
C -0.453 1.187 1.449 -2.759 1.875 1.064 -0.02
C 1.961 0.824 1.195 1.226 2.048 0.270 -0.15
N -0.843 -0.301 -1.162 1.073 -1.310 -0.576 -0.02
N 0.541 0.405 0.812 1.843 -2.476 -0.526 -0.28
H -4.399 -1.631 -2.068 0.637 -0.451 0.567 0.15
H -2.982 -0.638 -3.729 0.501 0.138 0.152 0.14
H -3.212 -2.093 0.415 0.479 0.655 -1.601 0.16
H -0.728 0.298 -3.204 -0.582 -0.908 1.060 0.18
H -0.219 -1.163 2.233 0.678 0.861 -0.809 0.14
H 1.080 -1.765 1.069 -0.298 0.955 -0.318 0.14
H -0.038 1.489 -0.743 0.232 1.328 -0.921 0.15
H 1.319 -0.219 -2.463 -0.750 -1.930 -2.275 0.05
H 2.300 -0.436 -0.924 -0.976 0.536 -1.677 0.13
H 2.066 1.121 -1.912 0.088 -0.483 0.788 0.14
H 1.905 1.023 3.416 0.222 -0.024 -0.689 0.11
H 2.462 -0.467 2.858 0.253 -2.810 0.318 0.06
H 3.446 0.917 2.607 0.671 0.079 0.129 0.11
H -0.532 2.215 1.104 0.831 0.184 0.158 0.14
H -1.422 0.801 1.162 -0.260 -0.401 0.017 0.11
H -0.433 1.124 2.537 0.471 0.159 -0.173 0.14
H 2.710 0.375 0.578 -0.224 -0.601 -0.731 0.10
H 2.109 1.923 0.996 -0.798 -0.949 0.137 0.18
```
Forces are in eV/Å.